1.
{"formula": "H4NO3PSi", "method": "ωB97M-V with the def2-TZVPD basis set", "symbols": ["N", "O", "O", "O", "Si", "P", "H", "H", "H", "H"], "positions_angstrom": [[0.88, 2.26, 1.70], [-2.32, 6.22, 4.18], [-0.65, 5.80, 6.07], [-0.70, 4.16, 4.10], [-0.47, 2.66, 2.54], [-1.15, 5.52, 4.68], [1.50, 1.48, 1.95], [-1.03, 3.63, 1.65], [-1.29, 1.84, 3.20], [-9.58, -4.64, -4.94]], "homo_lumo_gap_ha": 0.102, "lumo_energy_ev": 4.4, "e_above_lowest_kcal_mol": 55.0, "e_tot_ha": -913.70766, "total_charge": -2}

2.
{"formula": "H4NOPS", "method": "ωB97M-V with the def2-TZVPD basis set", "symbols": ["N", "O", "P", "S", "H", "H", "H", "H"], "positions_angstrom": [[0.06, 1.43, 0.60], [0.96, -0.71, 0.55], [0.62, 0.44, -0.58], [-1.52, -0.82, -1.55], [-0.35, 0.74, 1.26], [-0.21, 2.36, 0.33], [1.45, -1.45, 0.28], [-1.00, -1.98, -0.89]], "homo_lumo_gap_ha": [0.229, 0.247], "s2": 2.01, "lumo_energy_ev": [0.7, -2.5], "e_above_lowest_kcal_mol": 23.3, "e_tot_ha": -871.82150, "spin_multiplicity": 3}

3.
{"formula": "H4NP", "method": "ωB97M-V with the def2-TZVPD basis set", "symbols": ["N", "P", "H", "H", "H", "H"], "positions_angstrom": [[-1.00, -1.15, -0.49], [0.07, -0.26, 0.21], [-1.51, -0.06, -1.56], [-0.14, 0.12, 1.54], [0.46, 0.96, -0.30], [1.33, -0.82, 0.39]], "homo_lumo_gap_ha": 0.334, "lumo_energy_ev": -0.1, "e_above_lowest_kcal_mol": 86.8, "e_tot_ha": -398.33940}

4.
{"formula": "H4NPSi", "method": "ωB97M-V with the def2-TZVPD basis set", "symbols": ["Si", "H", "H", "H", "H", "N", "P"], "positions_angstrom": [[-0.01, 0.00, 0.08], [0.24, -1.16, 0.93], [1.12, 0.17, -0.85], [0.03, 1.01, 1.26], [-1.09, -0.32, -1.01], [3.53, 1.32, 0.40], [3.90, 1.50, 1.78]], "homo_lumo_gap_ha": 0.405, "lumo_energy_ev": -0.1, "e_above_lowest_kcal_mol": 32.6, "e_tot_ha": -687.89635}

Repeat the fourth record exactly.
{"formula": "H4NPSi", "method": "ωB97M-V with the def2-TZVPD basis set", "symbols": ["Si", "H", "H", "H", "H", "N", "P"], "positions_angstrom": [[-0.01, 0.00, 0.08], [0.24, -1.16, 0.93], [1.12, 0.17, -0.85], [0.03, 1.01, 1.26], [-1.09, -0.32, -1.01], [3.53, 1.32, 0.40], [3.90, 1.50, 1.78]], "homo_lumo_gap_ha": 0.405, "lumo_energy_ev": -0.1, "e_above_lowest_kcal_mol": 32.6, "e_tot_ha": -687.89635}